A single C3H4N2O molecule at a distorted geometry, computed with ωB97M-V/def2-TZVPD.

Geometry as XYZ:
```
10
C3H4N2O (ωB97M-V/def2-TZVPD)
O -0.37364 -0.22172 0.94700
N -1.12434 0.69993 -1.01614
N 2.83844 0.49251 0.03607
C -1.19028 0.58761 0.23792
C 0.62033 -0.90700 0.19739
C 1.85416 -0.10931 0.09749
H -1.87936 1.08632 0.92386
H -1.83427 1.34143 -1.35768
H 0.82764 -1.83096 0.74352
H 0.26133 -1.13880 -0.80943
```

Values from the calculation:
* relative energy (zero: lowest compared OMol25 entry of this formula, charge and spin): 33.5 kcal/mol
* largest force on an atom: 1.08 eV/A
* structure (SMILES): [H]/N=C/OCC#N
* E_LUMO: 0.77 eV
* E_HOMO: -0.4052 hartree


8 unconnected molecules or ions with the total composition C28H76N12O12 at a distorted geometry, computed with ωB97M-V/def2-TZVPD.

Geometry as XYZ:
```
128
C28H76N12O12 (ωB97M-V/def2-TZVPD)
O 1.02746 -3.52164 -3.70477
O 1.47607 -3.10689 2.00339
O -2.78852 -6.59870 -1.65397
O 3.98800 4.10392 -3.72544
O 2.32523 5.27490 -0.44641
O 1.24557 0.34980 -1.78239
O -2.38334 -2.52358 -0.80195
O 0.69101 2.45436 2.53349
O -0.96891 1.68895 7.14545
O -1.89312 0.78205 -5.24668
O -2.49833 3.07948 -1.90404
O 0.17133 -1.09926 5.22253
N 1.45488 -5.24661 1.52344
N 2.07694 -0.93803 4.05212
N 2.90082 -4.36202 3.12625
N 3.23029 2.11118 -4.58749
N -1.05166 -4.87270 0.02053
N 1.44121 0.72769 5.49237
N 1.41946 0.24817 0.47050
N -0.81763 5.05466 -0.17491
N 1.83255 -1.59784 -0.78538
N -1.74828 1.82910 4.49923
N 2.83859 2.66833 -2.39432
N 1.35256 -0.69715 -4.57720
C -2.19774 2.36302 6.73822
C -1.83793 -4.02569 0.94897
C -0.48384 0.79254 -4.89357
C 0.32725 -4.75722 -3.63978
C 1.47745 -0.30871 -0.75558
C 1.44813 5.99411 0.35025
C -1.94825 -1.40438 -1.54444
C -2.43526 2.02077 -4.92666
C 1.44965 -3.18895 -4.98959
C 0.07400 6.19506 -0.25972
C -0.50172 3.19198 2.74539
C -2.64427 -6.75281 -0.25641
C 1.89092 3.10891 3.01344
C -1.62153 2.79449 -0.80096
C -2.03559 -7.46878 -2.41500
C 3.61268 5.83150 -0.62433
C 2.11315 -1.85165 -4.95692
C 3.36515 3.04755 -3.56640
C -1.75873 -2.61939 0.48575
C -1.64596 2.30645 3.10686
C -1.97166 2.92072 5.37951
C 0.08546 -0.55655 -5.26484
C 1.96767 -4.21115 2.14081
C 1.14845 -0.45593 4.93545
C -1.25354 0.69689 8.10645
C -1.26314 -6.31784 0.24421
C -3.76207 2.42170 -1.80556
C -0.39037 3.75076 -0.68268
H 1.68278 -2.27074 -0.04080
H 2.19310 -3.92844 -5.38253
H -1.60563 5.32893 -0.69815
H 2.13679 3.93600 2.33459
H -0.70121 3.78936 1.85625
H -2.19227 -8.50938 -2.10476
H -0.31840 3.92412 3.50833
H -2.91025 3.38997 5.00913
H 2.38951 -1.64678 -5.99855
H 0.28046 6.56274 -1.26653
H -1.16095 1.78995 -0.94986
H 3.47754 6.80789 -1.05502
H -0.75549 -4.69935 -3.74054
H 2.23732 1.34947 5.33554
H 1.79316 -1.75080 3.54592
H -1.39212 -4.68359 -0.91104
H 1.34127 5.56558 1.34147
H 1.23565 -0.60789 -3.57438
H 2.27229 1.83017 -2.22673
H 0.16812 3.85864 -1.64593
H 1.72102 -1.93176 -1.73336
H 2.74928 3.40245 -1.72154
H 1.83763 6.99674 0.53660
H -0.87508 -1.36523 -1.54065
H 4.16031 5.94639 0.30728
H -2.76197 -7.82292 0.04564
H -3.42834 -6.18722 0.17194
H -4.40742 2.78099 -2.58398
H -2.38014 3.20458 7.46839
H 0.58758 -5.38693 -4.48855
H -2.60040 2.77888 2.91061
H 0.66524 0.98492 6.08864
H 0.23831 3.25757 0.06128
H -0.69477 -2.44575 0.43802
H -4.22982 2.66631 -0.86426
H 0.56378 -3.21973 -5.61555
H 1.20641 1.21246 0.61480
H 0.29494 -0.51817 -6.32424
H 0.71744 -4.88452 0.92754
H 2.05595 -6.03097 1.24484
H -3.61712 1.36673 -1.88014
H -0.66171 -1.33753 -5.03251
H 2.81345 -0.40529 3.66870
H -2.12685 -1.86066 1.21519
H 1.82591 3.34448 4.08479
H -0.86937 1.37902 4.73985
H -3.07699 1.69787 6.67192
H -2.35945 -7.37222 -3.44296
H 0.50694 -5.27629 -2.67484
H 3.51135 2.61880 -5.43436
H -1.20902 3.72744 5.36970
H 3.05083 -1.84190 -4.39744
H -2.23612 2.79620 0.08108
H 4.23252 5.16567 -1.22266
H -3.49885 2.12409 -4.96232
H -2.41677 -0.49212 -1.20529
H -1.97675 2.81633 -5.55431
H -1.43989 -4.00388 1.96569
H -1.08548 -6.59102 1.28360
H 2.60778 1.31403 -4.60285
H -0.32386 0.23006 8.35537
H -0.37328 7.05306 0.20269
H 0.00746 1.59602 -5.48502
H -0.98387 -7.21003 -2.40942
H 3.41184 -3.53059 3.34820
H -2.26449 -1.65885 -2.58104
H 1.40367 -0.33784 1.31848
H 3.44067 -5.22064 3.22764
H -1.96576 -0.08095 7.76162
H -0.38430 1.13676 -3.84981
H 2.68054 2.40685 2.81942
H -1.56431 1.38753 2.48783
H -2.84605 -4.38527 1.07768
H -0.47918 -6.91243 -0.35704
H -2.08987 2.32766 -3.94561
H -1.76572 1.22938 8.96112
```

Values from the calculation:
* relative energy (zero: lowest compared OMol25 entry of this formula, charge and spin): 0.0 kcal/mol
* largest force on an atom: 2.66 eV/A
* structure (SMILES): COCCNCCOC.COCCNCCOC.COCCNCCOC.COCCNCCOC.NC(N)=O.NC(N)=O.NC(N)=O.NC(N)=O
* E_LUMO: 0.29 eV
* E_HOMO: -0.3179 hartree


2 unconnected molecules or ions with the total composition C5H9N3O2 at a distorted geometry, computed with ωB97M-V/def2-TZVPD.

Geometry as XYZ:
```
19
C5H9N3O2 (ωB97M-V/def2-TZVPD)
O 2.92229 -0.01985 -0.70399
O -0.87131 2.54990 -0.68570
N -1.45680 -1.07934 0.00478
N 1.00735 1.20390 -0.71554
N -0.57152 1.05717 0.99315
C -0.24087 1.63483 -0.21697
C 0.25901 0.18540 1.72223
C -0.69280 -1.33462 -1.27025
C 1.48272 -0.15926 1.24490
C 1.89337 0.30902 -0.08630
H -1.92364 -0.24733 -0.00793
H -0.12700 -0.14391 2.67896
H 0.40901 -0.94446 -1.19761
H -1.52791 1.39299 1.30120
H -0.65305 -2.41041 -1.45705
H -1.27599 -0.91596 -2.09720
H 2.15221 -0.77950 1.82221
H 1.37765 1.61472 -1.56594
H -2.16272 -1.91327 0.23705
```

Values from the calculation:
* relative energy (zero: lowest compared OMol25 entry of this formula, charge and spin): 16.3 kcal/mol
* largest force on an atom: 6.24 eV/A
* structure (SMILES): O=c1cc[nH]c(=O)[nH]1.CN
* E_LUMO: 0.56 eV
* E_HOMO: -0.3421 hartree


2 unconnected molecules or ions with the total composition C4H11N3 at a distorted geometry, computed with ωB97M-V/def2-TZVPD.

Geometry as XYZ:
```
18
C4H11N3 (ωB97M-V/def2-TZVPD)
N -1.45304 -0.68101 0.68672
N 2.52218 1.59354 -0.98264
N -4.01764 -1.85158 0.22835
C 0.65297 0.65377 0.50336
C -3.03479 -2.08753 0.80410
C 1.54242 0.50907 -0.73908
C -0.15491 -0.60113 0.67148
H -2.51465 -2.82173 1.33342
H -2.09310 0.07373 0.94550
H 3.17460 1.98037 -0.23335
H 2.19133 -0.32770 -0.37764
H 0.29739 -1.58276 0.40652
H 1.07864 0.30698 -1.71003
H -4.51793 -1.20351 -0.38785
H -0.20537 1.37284 0.50138
H 1.17824 0.94507 1.38093
H 2.17593 2.54727 -1.37076
H 3.17773 1.17430 -1.66043
```

Values from the calculation:
* relative energy (zero: lowest compared OMol25 entry of this formula, charge and spin): 50.1 kcal/mol
* 2S+1: 3
* charge: +2
* largest force on an atom: 5.00 eV/A
* E_LUMO (spin up / spin down): -7.83 / -11.55 eV
* E_HOMO (spin up / spin down): -0.5151 / -0.7060 hartree
* <S²>: 2.013


Question: The lowest largest force on an atom belongs to which entry?
Answer: C3H4N2O